The following is a quantum chemistry calculation of a structure of composition C5H13FGaN2NaO6S, from the Open Molecules 2025 dataset.

Calculated values
- orbital gap (Ha) = 0.2101
- E_LUMO (eV) = -2.900
- relative energy (zero: lowest compared OMol25 entry of this formula, charge and spin) (eV) = 0.000

Geometry as ORCA input:
```
! RIJCOSX wB97M-V def2-TZVPD def2/J DEFGRID3
* xyz 0 1
C 0.77 -2.06 -0.61
C 1.92 -1.31 0.06
O 1.92 -1.41 1.46
C 1.96 0.19 -0.40
N 2.22 1.19 0.63
C 0.97 1.86 1.07
C -0.19 0.89 1.27
O -1.36 1.60 1.57
Ga -2.79 0.91 0.66
O -2.60 -0.95 0.92
N -3.49 -1.74 0.27
O -3.83 -2.66 0.93
S -2.09 1.10 -1.67
O -2.53 0.00 -2.48
O -0.70 1.52 -1.84
F -2.90 2.38 -2.25
H 0.46 -2.91 0.00
H -0.11 -1.43 -0.77
H 1.06 -2.48 -1.58
H 2.87 -1.78 -0.29
H 1.17 -1.96 1.73
H 1.07 0.42 -1.00
H 2.81 0.25 -1.09
H 2.77 1.91 0.19
H 1.14 2.37 2.03
H 0.66 2.62 0.34
H -0.32 0.33 0.34
H 0.05 0.16 2.05
H -4.17 1.53 0.94
Na 3.81 -0.45 -2.45
*
```

The following is a quantum chemistry calculation of the ion C5H13N2O with charge +1 at a distorted geometry, from the Open Molecules 2025 dataset.

Calculated values
- orbital gap (Ha) = 0.3766
- E_LUMO (eV) = -3.772
- SMILES = NCCC[C@@H]([NH3+])C=O
- relative energy (zero: lowest compared OMol25 entry of this formula, charge and spin) (eV) = 1.832

Geometry as ORCA input:
```
! RIJCOSX wB97M-V def2-TZVPD def2/J DEFGRID3
* xyz 1 1
N -0.92 0.52 2.05
C 0.07 1.51 1.63
C 0.50 1.26 0.16
C 1.09 -0.16 -0.09
C 0.31 -1.12 -1.00
N -1.18 -1.05 -0.57
C 0.37 -1.04 -2.50
O -0.23 -1.85 -3.15
H -0.45 -0.08 2.71
H -1.73 0.89 2.54
H -0.25 2.56 1.64
H 1.00 1.45 2.22
H 1.16 2.07 -0.18
H -0.33 1.35 -0.54
H 2.13 -0.03 -0.47
H 1.31 -0.71 0.84
H 0.70 -2.13 -0.79
H -1.42 -0.34 0.13
H -1.72 -0.87 -1.42
H -1.43 -2.00 -0.30
H 1.02 -0.24 -2.93
*
```

The following is a quantum chemistry calculation of a structure of composition C26H44BrN3OP2Pt at a distorted geometry, from the Open Molecules 2025 dataset.

Calculated values
- orbital gap (alpha / beta) (Ha) = 0.2360 / 0.1548
- E_LUMO (alpha / beta) (eV) = -13.057 / -15.175
- relative energy (zero: lowest compared OMol25 entry of this formula, charge and spin) (eV) = 0.995

Geometry as ORCA input:
```
! RIJCOSX wB97M-V def2-TZVPD def2/J DEFGRID3
* xyz 4 5
N -6.58 4.99 -4.11
C -6.24 5.35 -2.87
C -5.31 4.67 -2.08
C -4.69 3.49 -2.62
C -5.08 3.09 -3.92
C -6.02 3.88 -4.61
C -3.67 2.80 -1.85
Pt 0.96 -0.36 0.13
P 3.11 -0.70 0.50
C -2.84 1.82 -2.27
C -1.57 1.70 -1.59
C -0.42 1.40 -2.35
C 0.84 1.45 -1.70
C 0.77 1.61 -0.29
C -0.28 2.18 0.42
C -1.51 2.07 -0.23
Br 1.80 0.21 2.97
H -3.52 3.26 -0.87
H -3.03 1.34 -3.24
H -5.05 5.05 -1.10
H -4.65 2.18 -4.38
H -6.73 6.24 -2.49
H -6.31 3.58 -5.61
H -0.57 1.23 -3.43
H -2.47 2.25 0.27
H 1.78 1.26 -2.20
H -0.13 2.57 1.41
P -0.29 -2.09 0.29
C 3.75 1.01 0.86
C 5.18 1.37 0.52
H 3.54 1.13 1.95
H 3.06 1.71 0.35
H 5.34 2.41 0.82
H 5.96 0.79 1.02
H 5.40 1.34 -0.56
C 3.74 -1.01 -1.22
C 5.05 -1.79 -1.39
H 3.84 0.04 -1.55
H 2.94 -1.46 -1.83
H 5.15 -2.02 -2.46
H 5.92 -1.20 -1.11
H 5.12 -2.77 -0.89
C 3.98 -2.03 1.44
C 5.10 -1.59 2.41
H 4.50 -2.60 0.63
H 3.26 -2.78 1.83
H 5.03 -2.13 3.37
H 6.07 -1.85 1.97
H 5.11 -0.51 2.58
C -0.26 -3.09 1.80
C -1.24 -4.26 1.63
H -0.46 -2.43 2.66
H 0.79 -3.43 1.94
H -2.23 -4.00 2.00
H -1.34 -4.56 0.58
H -0.88 -5.13 2.18
C 0.45 -3.09 -1.05
C -0.23 -2.85 -2.41
H 0.43 -4.14 -0.73
H 1.51 -2.78 -1.11
H -1.22 -3.35 -2.47
H -0.37 -1.78 -2.63
H 0.41 -3.29 -3.19
C -1.92 -1.51 -0.18
C -2.74 -1.06 1.04
H -2.44 -2.28 -0.77
H -1.79 -0.63 -0.84
H -3.63 -0.51 0.70
H -3.08 -1.91 1.65
H -2.17 -0.36 1.68
N -0.30 1.48 4.95
C -1.09 0.68 4.14
N -1.25 -0.59 4.68
O -1.54 1.05 3.04
H 0.30 0.91 5.55
H 0.29 2.07 4.38
H -1.91 -1.15 4.16
H -1.43 -0.58 5.67
*
```